{"formula": "C12H13NS2", "method": "wB97M-V/def2-TZVPD", "mol_weight_g_mol": 235.4, "smiles": "S=C=C(S)c1ccccc1.CC(C)=C=N", "e_above_lowest_ev": 1.185, "lumo_ha": -0.026, "total_energy_ha": -1316.02923, "largest_force_ev_per_a": 4.0, "elements": ["C", "C", "C", "C", "C", "C", "C", "C", "C", "C", "C", "C", "N", "S", "S", "H", "H", "H", "H", "H", "H", "H", "H", "H", "H", "H", "H", "H"], "xyz": [[-0.979770, 0.907562, 1.007731], [-1.793680, -3.312195, -1.548613], [-1.108626, -3.194198, -0.344308], [-1.370080, -2.405904, -2.561739], [-0.082890, -2.367901, -0.024249], [-0.204833, -1.632048, -2.333017], [0.535686, -1.640785, -1.092341], [2.293555, -0.397695, 0.168103], [0.327268, 2.022872, 2.674278], [0.531072, 2.633833, 0.078652], [1.586544, -0.700582, -0.911180], [-0.091878, 1.836188, 1.266105], [-1.861549, 0.125577, 0.860215], [3.314142, 0.000533, 1.280093], [2.281445, 0.125868, -2.387431], [-2.444374, -4.150264, -1.709133], [-1.181598, -3.944976, 0.427536], [-1.701095, -2.436071, -3.576276], [0.450712, -2.726770, 0.865638], [0.139820, -0.867442, -3.157381], [0.128190, 1.057578, 3.238112], [1.326877, 2.414832, 2.779799], [-0.311189, 2.738728, 3.210371], [1.470816, 2.965730, 0.260563], [0.641505, 2.003585, -0.830140], [-0.047744, 3.463259, -0.087821], [-1.834884, -0.823999, 0.750950], [3.156045, -0.941969, -2.292289]], "atomic_forces_ev_per_a": [[1.876, 1.008, 0.331], [1.369, 1.580, -0.816], [-0.875, -1.771, 0.569], [1.584, -0.810, 1.436], [2.546, -0.180, -1.574], [0.341, 1.402, -0.323], [-3.638, 0.052, -0.334], [0.235, 0.014, -0.343], [-1.221, -0.572, 1.584], [-1.732, -3.624, 0.276], [1.277, 1.100, 0.353], [0.701, 0.138, -1.844], [-2.743, 1.728, 0.149], [-0.682, -0.196, -0.292], [1.040, -1.392, 1.106], [-0.484, 0.099, -0.137], [-1.051, -0.330, 0.013], [-0.697, 0.029, -0.328], [0.001, 1.152, -0.077], [-0.733, -1.958, 1.700], [0.843, 1.076, -0.474], [0.503, -0.386, 0.005], [0.006, 0.163, -0.183], [3.030, 0.870, 1.068], [-0.503, 0.419, 0.474], [-1.523, 2.051, -0.855], [0.650, -2.752, -0.494], [-0.119, 1.089, -0.994]]}